Density functional theory data (wB97M-V/def2-TZVPD) for a structure of composition C22H42IrNP3S in a non-equilibrium geometry.

For the HOMO-LUMO gap (spin up / spin down), the calculation gives 2.212 / 2.464 eV. The value obtained for the total energy is -66479.6083 eV. The net charge is +4. Its expectation value of S² is 8.78. As for the highest occupied orbital energy (spin up / spin down): -15.1 / -19.3 eV. The spin multiplicity is 6. For the maximum force, the calculation gives 4.40 eV/A. The relative energy (zero: lowest compared OMol25 entry of this formula, charge and spin) is 50.9 kcal per mole.

Structure (XYZ):
```
70
Properties=species:S:1:pos:R:3:forces:R:3
Ir 0.04918 -0.22190 -0.01162 0.70 0.79 -0.27
P -2.15242 0.57416 0.22406 -1.50 1.12 0.58
P 0.76522 -0.66919 2.12012 0.65 0.40 2.94
P -0.68551 -2.27839 -0.36133 -2.63 -3.52 -0.15
H 2.27408 0.00292 -1.74178 -0.43 -0.27 0.17
C 1.29737 -0.49324 -1.80939 -0.66 1.08 -1.66
C 0.11149 0.24123 -2.17076 1.31 -0.17 -0.66
H 0.14197 1.33161 -2.32696 0.01 -0.72 0.03
C -2.46213 2.37535 0.16019 0.17 0.19 -0.10
C -2.92446 0.10774 1.80156 -0.19 -0.14 0.11
C -3.28567 0.00908 -1.07960 0.03 -0.19 -0.14
C 2.48595 -1.20836 1.86742 0.11 -0.15 -0.08
C 1.00959 0.55972 3.45392 0.02 0.15 0.08
C -0.02096 -1.95857 3.13994 -0.11 -0.29 0.14
C -1.22966 -2.62274 -2.08869 0.36 -0.64 -0.02
C -2.08981 -3.05922 0.54400 0.17 -0.39 -0.10
C 0.62858 -3.48830 0.03530 0.12 -0.26 -0.60
H 1.34241 -1.55254 -2.10563 0.02 0.46 0.24
H -0.66782 -0.28439 -2.72829 0.18 0.31 0.30
H -1.89176 2.83708 -0.65541 -0.14 -0.04 0.19
H -2.19255 2.85286 1.10915 -0.10 -0.12 -0.30
H -3.53352 2.53548 -0.01912 0.22 -0.07 0.05
H -2.30668 0.43014 2.65180 -0.13 -0.06 -0.26
H -3.09183 -0.97425 1.86521 0.05 0.32 0.04
H -3.89669 0.61537 1.87990 0.19 -0.14 -0.02
H -2.87565 0.28201 -2.05867 -0.14 -0.04 0.15
H -4.23827 0.53684 -0.94763 0.16 -0.17 0.01
H -3.46969 -1.06807 -1.03836 -0.04 0.27 -0.04
H 2.92973 -1.47559 2.83175 -0.02 -0.01 -0.09
H 3.05746 -0.38386 1.43201 -0.04 -0.05 0.08
H 2.54128 -2.06389 1.19334 0.11 0.08 0.12
H 1.48769 0.05320 4.30148 -0.04 0.07 -0.19
H 0.05220 0.95742 3.80696 0.14 -0.08 -0.03
H 1.64646 1.39009 3.13924 -0.08 -0.15 0.05
H 0.48000 -1.97361 4.11614 -0.03 -0.02 -0.24
H 0.05064 -2.96103 2.71798 -0.09 0.12 0.12
H -1.07597 -1.73027 3.32574 0.17 0.04 -0.09
H -1.51648 -3.68080 -2.17117 -0.07 0.20 -0.03
H -0.42629 -2.43587 -2.81140 -0.32 0.13 0.08
H -2.09288 -2.00247 -2.35783 0.27 -0.20 0.15
H -2.15577 -4.11597 0.23565 -0.08 0.29 0.13
H -3.04353 -2.57637 0.30193 0.27 -0.14 0.09
H -1.92729 -3.03327 1.62830 -0.09 0.04 -0.33
H 0.34519 -4.48973 -0.31466 -0.05 0.03 0.15
H 0.82327 -3.53648 1.10902 -0.09 -0.03 -0.32
H 1.55486 -3.18573 -0.45966 0.10 0.04 0.22
C 2.31861 -4.94181 -4.37313 0.39 -0.20 0.89
C 3.35640 -5.88046 -4.15524 -0.76 0.77 1.37
C 4.18790 -6.26027 -5.21173 1.07 -0.61 -1.68
C 3.98438 -5.73971 -6.50000 0.23 -0.19 0.03
C 2.86073 -4.94871 -6.74885 1.10 -0.60 -1.17
C 2.00861 -4.58071 -5.69701 -1.59 0.37 1.31
S 1.37799 -4.39499 -3.00339 0.12 0.56 -0.74
H 2.30865 -3.77788 -2.16072 -0.09 -1.03 -0.64
H 3.45980 -6.30467 -3.15372 0.28 -0.02 -0.31
H 4.99356 -6.98403 -5.03948 -0.23 0.27 -0.01
H 4.68027 -5.98410 -7.30828 -0.28 0.00 0.24
H 2.63101 -4.63711 -7.77110 0.05 0.04 0.27
H 1.08735 -4.03019 -5.88344 0.19 0.04 -0.19
C 1.56252 4.55962 0.61567 -0.11 -0.66 0.02
C 0.73517 3.92387 1.54263 -0.24 -0.28 0.01
C 0.34193 2.60481 1.32745 0.11 0.32 0.35
N 0.76283 1.84996 0.29185 0.75 2.40 0.17
C 1.58497 2.45926 -0.58820 0.13 0.67 0.03
C 1.98535 3.79388 -0.47224 -0.06 -0.58 -0.19
H 1.86952 5.59186 0.74711 -0.02 -0.11 -0.05
H 0.37016 4.42141 2.43939 0.10 0.05 -0.27
H -0.34642 2.13479 2.04531 0.46 0.18 -0.49
H 1.91879 1.86460 -1.44228 -0.02 0.40 0.42
H 2.62790 4.18823 -1.25125 -0.03 0.12 0.17
```
Forces are in eV/Å.

Here are the Löwdin charges for atoms 1 to 6, given in e: 0.92, 0.69, 0.65, 0.61, 0.07, -0.25